1.
# C14H44N4O8

A cluster of 8 separate species, C14H44N4O8 in total at a distorted geometry (ωB97M-V/def2-TZVPD, the Open Molecules 2025 dataset).

Each line ends with the natural charge from an NBO analysis.
Atoms and positions in Å:
C: -1.4067 6.0514 -2.7047  -0.641
C: -1.1278 4.5591 -2.8717  -0.056
O: -2.3278 3.8585 -2.9175  -0.727
H: -1.6181 6.1500 -1.6400  0.202
H: -2.2336 6.3952 -3.3262  0.220
H: -0.4872 6.6307 -2.7888  0.214
H: -0.4912 4.1159 -2.1059  0.157
H: -0.5364 4.3600 -3.7653  0.163
H: -2.7811 3.9035 -2.0724  0.469
C: 0.9037 -4.7438 1.4026  -0.633
C: -0.2031 -3.6887 1.2977  -0.067
O: -1.2278 -3.7115 2.1986  -0.707
H: 0.4033 -5.6770 1.1442  0.197
H: 1.2973 -4.6637 2.4159  0.220
H: 1.7242 -4.6053 0.6986  0.200
H: -0.6246 -3.5848 0.2979  0.142
H: 0.2921 -2.7187 1.2523  0.181
H: -1.7243 -4.5318 2.1515  0.466
C: -0.7555 2.3556 2.4218  -0.647
C: 0.5720 3.0261 2.8290  -0.075
O: 1.5269 3.0295 1.7368  -0.750
H: -0.9649 2.6234 1.3862  0.207
H: -1.6440 2.5730 3.0145  0.208
H: -0.6978 1.2707 2.5090  0.214
H: 1.0099 2.7391 3.7850  0.163
H: 0.4122 4.0908 2.9991  0.163
H: 1.5497 2.0981 1.5054  0.493
C: -2.9840 -0.8613 0.0598  -0.627
C: -4.2242 -1.7568 0.2258  -0.063
O: -5.3343 -1.0745 -0.4210  -0.737
H: -2.0571 -1.3858 0.2920  0.214
H: -3.0753 0.0154 0.7010  0.212
H: -3.0187 -0.5590 -0.9869  0.207
H: -4.4234 -1.9581 1.2784  0.184
H: -4.0949 -2.5972 -0.4562  0.153
H: -5.4129 -1.4365 -1.3066  0.454
C: 4.5628 -0.6972 -0.4908  -0.641
C: 4.5140 -2.2065 -0.7811  -0.056
O: 3.2026 -2.6691 -0.6786  -0.734
H: 3.6194 -0.3065 -0.8723  0.225
H: 5.3951 -0.1404 -0.9215  0.218
H: 4.4181 -0.6115 0.5861  0.222
H: 5.0448 -2.6834 0.0428  0.148
H: 5.0468 -2.5368 -1.6727  0.155
H: 3.2612 -3.6164 -0.5347  0.471
C: 3.1597 -1.1142 3.2181  -0.633
C: 1.9856 -0.7121 4.1706  -0.051
O: 2.4152 -0.0460 5.2628  -0.715
H: 3.8307 -1.8610 3.6424  0.197
H: 3.7303 -0.3070 2.7589  0.221
H: 2.7686 -1.6475 2.3516  0.215
H: 1.2654 -1.4710 4.4763  0.149
H: 1.3489 -0.0201 3.6193  0.154
H: 1.6440 0.2013 5.7782  0.464
C: 0.7670 0.1819 -0.2202  0.774
O: 1.3814 0.3912 0.7979  -0.716
N: 0.8358 -0.9250 -0.9217  -0.846
N: -0.2061 0.9556 -0.6796  -0.852
H: 0.1768 -1.1569 -1.6511  0.409
H: 1.4184 -1.6471 -0.5225  0.417
H: -0.0068 1.9364 -0.5440  0.390
H: -0.6505 0.6041 -1.5157  0.418
C: -2.1036 0.1331 -3.9358  0.775
O: -1.5225 -0.1866 -2.9214  -0.727
N: -1.5895 0.6320 -4.9752  -0.788
N: -3.4193 -0.0441 -4.0697  -0.832
H: -2.1933 0.7680 -5.7734  0.389
H: -0.6156 0.8992 -4.9610  0.418
H: -3.9587 -0.3570 -3.2752  0.412
H: -3.7415 -0.0310 -5.0268  0.377

- M: 396.5 g mol⁻¹
- Charge: 0
- HOMO-LUMO gap: 9.5 eV

2.
# C5H13IN2O2

A cluster of 2 separate species, C5H13IN2O2 in total at a distorted geometry (ωB97M-V/def2-TZVPD, the Open Molecules 2025 dataset).

Each line ends with the natural charge from an NBO analysis.
Atoms and positions in Å:
C: 1.8135 0.6139 -0.8114  -0.640
C: 0.2872 -1.4299 -0.4036  -0.644
C: 1.1200 0.5387 2.4792  -0.258
C: -0.6197 0.8335 0.0353  -0.121
C: 0.6399 -0.0869 0.1670  0.260
N: -3.4587 -1.0465 0.6183  -0.337
N: -2.5614 -0.5185 0.0184  0.147
O: 0.9387 -0.4038 1.4557  -0.533
O: -1.6888 0.2703 0.8094  -0.427
I: -1.5717 0.0912 -4.5969  -0.098
H: 1.5240 0.5914 -1.7919  0.207
H: 1.7850 1.6027 -0.2955  0.205
H: 2.8133 0.0092 -0.6100  0.220
H: -0.6400 -1.4055 -1.0805  0.230
H: 0.0605 -2.1654 0.4774  0.232
H: 1.1131 -1.9024 -0.8931  0.211
H: 1.6831 1.5176 2.3142  0.171
H: 1.5692 -0.0589 3.2278  0.198
H: 0.1605 0.8264 2.8950  0.171
H: -0.4728 1.8605 0.4234  0.191
H: -0.8706 0.9533 -0.9968  0.204
H: -0.0163 -0.1200 -4.9813  0.100
H: -3.6082 -0.5708 1.5399  0.313

- M: 260.1 g mol⁻¹
- Charge: 0
- HOMO-LUMO gap: 9.9 eV

3.
# C55H66ClFeO7

A structure of composition C55H66ClFeO7 (ωB97M-V/def2-TZVPD, the Open Molecules 2025 dataset).

Each line ends with the Löwdin spin population.
Atoms and positions in Å:
Fe: 0.3475 -0.4586 -0.3698  3.680
C: 3.1052 -0.6942 -2.2360  0.003
O: 2.5832 -0.6479 -0.9113  0.027
C: 3.0146 0.3278 -0.0118  0.002
C: 3.1724 1.6773 -0.3524  0.001
C: 3.0297 2.2755 -1.7441  0.001
C: 1.6669 2.4098 -2.4317  0.007
C: 1.6784 2.9967 -3.6949  -0.001
C: 0.5186 3.2676 -4.4094  0.006
C: -0.6864 2.9535 -3.7788  -0.001
C: -0.7528 2.3667 -2.5266  0.006
C: -2.1556 2.1478 -1.9480  0.001
C: -2.3479 1.7373 -0.4973  0.001
C: -2.6045 2.7448 0.4315  0.000
C: -2.7287 2.4999 1.7917  0.001
C: -2.6185 1.1822 2.2220  0.000
C: -2.3743 0.1363 1.3476  0.001
C: -2.2888 -1.2866 1.8616  0.002
C: -0.9357 -1.9313 2.1730  0.017
C: -0.9668 -3.2427 2.6365  -0.003
C: 0.1859 -3.9880 2.8528  0.017
C: 1.3992 -3.3624 2.5618  -0.004
C: 1.4833 -2.0583 2.1065  0.014
C: 2.8704 -1.5638 1.6852  0.002
C: 3.0868 -0.1125 1.3079  0.001
C: 3.3972 0.8138 2.2988  0.000
C: 3.5917 2.1534 2.0144  0.001
C: 3.4791 2.5492 0.6833  0.000
C: 3.8872 3.1985 3.0898  0.000
C: 3.9781 2.5782 4.4837  0.000
C: 2.7626 4.2433 3.1021  0.000
C: 5.2221 3.8916 2.7851  0.000
C: 0.3014 -1.2927 1.9601  0.002
O: 0.3558 -0.0285 1.5745  0.042
C: 0.1707 -5.4353 3.3418  0.002
C: 0.9914 -5.5562 4.6331  0.001
C: 0.7838 -6.3456 2.2678  0.001
C: -1.2463 -5.9307 3.6325  0.000
C: -2.2699 0.4337 -0.0127  0.002
O: -1.8868 -0.6457 -0.8112  0.026
C: -2.6095 -0.9328 -2.0053  0.004
C: -2.9633 3.6115 2.8146  0.000
C: -1.8133 3.6156 3.8312  0.000
C: -4.2883 3.3613 3.5472  0.000
C: -3.0294 4.9932 2.1642  0.000
C: 0.4419 2.0401 -1.8425  0.010
O: 0.3993 1.4645 -0.6724  0.057
C: 0.5135 3.8941 -5.8035  0.001
C: -0.2659 5.2165 -5.7797  0.000
C: 1.9261 4.1872 -6.3087  0.000
C: -0.1585 2.9351 -6.7957  0.000
H: 4.1694 -0.4499 -2.2193  0.001
H: 2.5595 -0.0321 -2.9068  0.000
H: 2.9631 -1.7160 -2.5771  0.000
H: 3.7050 1.7654 -2.4335  0.000
H: 3.4328 3.2890 -1.6672  0.000
H: 2.6461 3.2507 -4.1158  0.000
H: -1.6257 3.1792 -4.2792  0.000
H: -2.6887 1.4619 -2.6047  0.000
H: -2.6787 3.1015 -2.0589  0.000
H: -2.6501 3.7586 0.0543  0.000
H: -2.6900 0.9468 3.2787  0.000
H: -2.7808 -1.9318 1.1272  0.001
H: -2.8976 -1.3368 2.7690  0.001
H: -1.9422 -3.6888 2.8059  -0.001
H: 2.3272 -3.9208 2.6646  -0.001
H: 3.1812 -2.1828 0.8400  0.000
H: 3.5593 -1.7885 2.5044  0.000
H: 3.4388 0.4523 3.3185  0.000
H: 3.5855 3.5985 0.4288  0.000
H: 3.0397 2.1017 4.7728  0.000
H: 4.1977 3.3594 5.2155  0.000
H: 4.7725 1.8312 4.5391  0.000
H: 1.7989 3.7654 3.2868  0.000
H: 2.6943 4.7663 2.1472  0.000
H: 2.9408 4.9861 3.8851  0.000
H: 6.0367 3.1644 2.7670  0.000
H: 5.4444 4.6408 3.5505  0.000
H: 5.2001 4.3929 1.8168  0.000
H: 2.0301 -5.2646 4.4714  0.000
H: 0.9803 -6.5868 5.0011  0.000
H: 0.5807 -4.9066 5.4088  0.000
H: 1.8206 -6.0739 2.0638  0.000
H: 0.2286 -6.2574 1.3317  0.000
H: 0.7637 -7.3915 2.5902  0.000
H: -1.7384 -5.3139 4.3873  0.000
H: -1.2047 -6.9563 4.0082  0.000
H: -1.8660 -5.9294 2.7335  0.000
H: -3.6153 -0.5149 -1.9354  0.001
H: -2.6686 -2.0145 -2.0744  0.000
H: -2.0828 -0.5560 -2.8817  0.000
H: -1.7579 2.6723 4.3755  0.000
H: -1.9516 4.4210 4.5583  0.000
H: -0.8563 3.7610 3.3268  0.000
H: -4.2828 2.3998 4.0618  0.000
H: -5.1224 3.3590 2.8421  0.000
H: -4.4656 4.1444 4.2902  0.000
H: -2.1001 5.2380 1.6464  0.000
H: -3.1937 5.7496 2.9354  0.000
H: -3.8495 5.0609 1.4465  0.000
H: 0.1873 5.9146 -5.0729  0.000
H: -1.3023 5.0627 -5.4766  0.000
H: -0.2684 5.6787 -6.7714  0.000
H: 2.4509 4.8829 -5.6509  0.000
H: 1.8725 4.6384 -7.3026  0.000
H: 2.5216 3.2752 -6.3853  0.000
H: -1.1880 2.7223 -6.5041  0.000
H: 0.3787 1.9854 -6.8326  0.000
H: -0.1717 3.3667 -7.8013  0.000
C: -2.3272 -5.8322 0.2133  0.000
C: -2.7683 -5.3134 -1.1241  0.000
C: -4.1024 -5.2390 -1.4831  0.000
C: -4.4722 -4.7160 -2.7149  0.000
Cl: -6.1671 -4.6386 -3.1367  0.000
C: -3.5248 -4.2442 -3.5962  0.000
C: -2.1780 -4.3049 -3.2506  0.000
C: -1.8029 -4.8547 -2.0319  0.000
O: -0.5203 -4.9716 -1.6053  0.000
C: 0.4802 -4.2536 -2.3197  0.001
C: 0.3649 -2.7368 -2.1035  0.010
O: 0.2647 -1.9830 -3.0771  0.010
O: 0.3876 -2.3974 -0.8769  0.042
H: -3.1858 -6.1172 0.8212  0.000
H: -1.7489 -5.0705 0.7422  0.000
H: -1.6702 -6.6969 0.1032  0.000
H: -4.8646 -5.5817 -0.7948  0.000
H: -3.8259 -3.8102 -4.5400  0.000
H: -1.4420 -3.8730 -3.9138  0.000
H: 0.4605 -4.4979 -3.3824  0.000
H: 1.4218 -4.5891 -1.8868  0.000

- M: 930.4 g mol⁻¹
- Charge: -1
- HOMO-LUMO gap (spin up / spin down): 6.7 / 7.1 eV
- Expectation value of S²: 6.01
- 2S+1: 5

no.,E_tot (hartree)
1,-1380.6895
2,-755.8351
3,-4386.1663